No. 1
This record from OMol25 describes a molecular structure, C9H12CoN3O8P2Se in a non-equilibrium geometry. The level of theory is ωB97M-V/def2-TZVPD.

Electronic energy ... -151938.84939 eV
LUMO level (alpha / beta) ... 1.43 / 1.43 eV
HOMO-LUMO gap (alpha / beta) ... 6.643 / 6.664 eV

```
! RIJCOSX wB97M-V def2-TZVPD def2/J DEFGRID3
* xyz -1 2
Se 1.6066 -2.3651 1.4948
Co -0.6132 -0.0168 0.9591
P -3.2205 -0.7156 -0.5412
P -3.4772 1.3877 1.2816
O -4.2006 1.7599 2.5063
O -3.9848 -0.0837 0.7297
O 0.7496 1.7830 0.1712
O -3.3060 0.2341 -1.6899
O -3.9012 2.3305 0.0560
O -1.9687 1.2719 1.2856
O -1.8644 -1.1975 -0.0801
O -4.0997 -2.0363 -0.8332
N 2.6244 -2.9923 0.1998
N 0.7428 -1.2231 0.4578
N 2.2357 3.2299 1.0332
C 2.2590 -2.3674 -0.8938
C 1.6738 1.1989 2.2996
C 2.3549 -1.9042 -3.2374
C 0.3477 0.5013 2.6237
C 1.2768 -0.9473 -3.0972
C 1.5026 2.0822 1.0837
C 2.8376 -2.5970 -2.1907
C 0.7098 -0.6828 -1.9090
C 1.2049 -1.3866 -0.7567
H -3.6600 1.8824 -0.7763
H 2.8328 3.4969 1.7908
H 0.9044 -0.4347 -3.9754
H 2.4453 0.4712 2.0239
H 2.7832 -2.0733 -4.2184
H 2.0874 1.7865 3.1300
H -0.3168 1.2098 3.1205
H -4.7367 -1.8216 -1.5260
H 2.1171 3.8455 0.2495
H -0.1050 0.0207 -1.8041
H 3.6363 -3.3200 -2.2955
H 0.5221 -0.3270 3.3282
*
```



No. 2
This record from OMol25 describes a molecular structure, C9H12HgN2O5 in a non-equilibrium geometry. The level of theory is ωB97M-V/def2-TZVPD.

Electronic energy ... -26900.48941 eV
LUMO level ... -9.64 eV
HOMO-LUMO gap ... 5.612 eV

```
! RIJCOSX wB97M-V def2-TZVPD def2/J DEFGRID3
* xyz 2 1
Hg 0.4691 0.6329 -2.7193
O -0.6204 -0.0951 -0.5356
O 0.1626 4.2318 -2.4317
O 0.2002 -3.3535 -2.3346
O -3.0851 0.3577 -4.2767
O 3.5355 0.4307 -4.3043
N -1.2969 -0.4031 1.5607
N 1.0273 0.0302 1.0330
C -1.3295 -0.5747 3.0210
C 0.3543 -2.2656 -2.6275
C 2.4660 0.4687 -3.8872
C -0.2793 -0.1443 0.6792
C 1.5458 -0.0251 2.3828
C -2.0333 0.3959 -3.8683
C 0.2261 3.1002 -2.4204
C -2.5733 -0.5225 0.8919
C 2.0312 0.2883 0.0103
H -1.7580 -1.5605 3.2625
H 1.8311 1.2423 -0.5062
H 1.1076 0.7678 3.0063
H 1.4245 -1.0321 2.8081
H 3.0043 0.3865 0.5112
H -2.5910 -1.3578 0.1806
H -0.3434 -0.4961 3.4924
H -1.9966 0.1810 3.4662
H -3.3410 -0.7211 1.6333
H 2.0972 -0.5439 -0.7093
H -2.8526 0.4094 0.3832
H 2.6179 0.1721 2.2982
*
```



No. 3
This record from OMol25 describes a molecular structure, C9H12I2MnNdO4S in a non-equilibrium geometry. The level of theory is ωB97M-V/def2-TZVPD.

Electronic energy ... -91298.52305 eV
LUMO level (alpha / beta) ... -16.84 / -17.97 eV
HOMO-LUMO gap (alpha / beta) ... 5.224 / 4.079 eV

```
! RIJCOSX wB97M-V def2-TZVPD def2/J DEFGRID3
* xyz 4 8
Nd 1.1663 0.6464 0.4884
I 3.6322 -1.2805 0.8883
I 6.0773 -0.2724 0.2680
Mn -0.9470 -0.8250 -1.1492
S 1.0515 -0.7086 -2.0719
O -1.6415 2.6171 2.2864
O -2.5239 1.6220 -0.7041
O -1.7883 -3.4415 -2.2684
O -1.5259 -1.8542 1.5408
C -0.9628 0.4412 -3.6557
C 0.5506 -1.3115 -4.6918
C -0.8556 2.1044 1.6133
C -1.1765 -1.4319 0.5003
C -1.6353 0.8560 -0.7592
C -1.6092 -2.3664 -1.8352
C 1.4508 0.9866 -4.2122
C 1.1836 0.7891 2.8650
C 0.4702 -0.0894 -3.7642
H -1.6007 -0.2488 -3.0404
H 0.2539 -1.0265 -5.7139
H 1.1802 1.3429 -5.2123
H 1.2443 1.7926 3.3121
H 2.4753 0.5897 -4.2535
H -0.1039 -2.1302 -4.3538
H -1.4166 0.4643 -4.6636
H 2.1058 0.2234 3.0938
H 1.5698 -1.7116 -4.7273
H 1.4375 1.8368 -3.5159
H -0.9672 1.4517 -3.2297
H 0.3190 0.2822 3.3178
*
```



No. 4
This record from OMol25 describes 2 unconnected molecules or ions with the total composition C9H12IP in a non-equilibrium geometry. The level of theory is ωB97M-V/def2-TZVPD.

Electronic energy ... -26913.72326 eV
LUMO level (alpha / beta) ... -0.90 / -2.97 eV
HOMO-LUMO gap (alpha / beta) ... 8.432 / 4.446 eV

```
! RIJCOSX wB97M-V def2-TZVPD def2/J DEFGRID3
* xyz 0 1
I -5.2130 1.2149 -0.3563
P -0.9284 -1.1089 0.5450
C -1.1057 3.4181 -0.1371
C -1.1245 0.6323 0.0531
C 0.8000 -1.5388 0.0989
C -0.2246 2.6564 -0.9384
C -0.2754 1.3440 -0.8587
C 1.0107 -3.1095 0.2277
C -1.8940 2.7613 0.8516
C 1.6557 -0.6286 1.0199
C -1.8969 1.3746 0.9298
H 0.4885 0.7804 -1.3652
H -2.4440 0.9527 1.7949
H 1.1915 -0.7364 2.1103
H 0.7834 -3.4631 1.2661
H -1.2917 4.3919 -0.3453
H 0.2479 3.0975 -1.8491
H 1.1258 -1.2029 -0.9999
H 0.5026 -3.5103 -0.6971
H -2.4826 3.3700 1.4105
H 1.9990 -3.4026 0.0729
H 1.3641 0.4722 0.7432
H 2.7310 -0.8324 0.8854
*
```